Molecular formula: C64H148AsF6N8O2
Method: DFT, ωB97M-V/def2-TZVPD

XYZ file:
```
229
Properties=species:S:1:pos:R:3:forces:R:3
As -9.4654 8.7032 -19.7533 0.716 2.215 0.850
F -9.0645 10.3307 -20.4074 0.352 2.157 -1.144
F -10.9895 9.2825 -19.0176 -1.317 0.635 0.801
F -9.7001 7.1961 -18.9504 -0.472 -3.178 1.329
F -7.9505 8.0893 -20.4911 1.737 -0.955 -1.110
F -8.4584 9.2905 -18.3492 0.529 0.096 1.328
F -10.4313 8.3570 -21.2160 -1.126 -0.927 -2.308
C -7.4317 12.5109 -15.0023 -0.649 0.607 -1.260
C -7.6689 12.6366 -16.5513 -0.363 -0.670 -0.901
N -8.6736 13.6632 -17.1367 -0.490 0.604 -0.229
C -8.6981 13.5346 -18.7031 0.536 -0.420 0.973
C -10.1936 13.4032 -16.6761 1.137 -1.084 -0.561
C -10.6474 11.9437 -17.0444 0.244 1.237 0.402
C -8.3152 15.1189 -16.7011 -0.745 0.227 0.067
C -7.4369 15.9615 -17.6509 0.216 -1.334 0.810
O -6.3127 15.1322 -17.9556 -0.165 0.738 -0.656
C -5.2864 15.8364 -18.6656 0.330 -0.605 0.187
H -6.6112 13.1732 -14.7263 -0.228 -0.189 0.410
H -7.2708 11.4848 -14.6718 0.661 -0.104 -0.632
H -8.3413 12.6904 -14.4292 -0.054 0.769 -0.104
H -7.9787 11.6876 -16.9889 -0.491 -0.172 0.294
H -6.8112 12.8392 -17.1927 0.587 0.360 0.844
H -7.7604 13.7064 -19.2315 0.374 0.834 0.938
H -9.4392 14.2427 -19.0739 -0.180 -0.462 0.023
H -8.8067 12.4812 -18.9611 -1.057 -0.010 0.216
H -10.7613 14.1928 -17.1685 -0.009 -0.276 -0.312
H -10.2856 13.6309 -15.6141 0.442 -0.236 0.056
H -10.5894 11.7715 -18.1191 -0.191 -0.100 0.168
H -11.6694 11.8062 -16.6912 -0.087 0.188 -0.196
H -10.0734 11.1657 -16.5411 0.216 0.202 -0.024
H -7.9434 15.0960 -15.6768 0.371 -0.380 -0.205
H -9.2803 15.6144 -16.5957 -0.007 0.140 -0.192
H -7.0891 16.8798 -17.1779 -0.183 -0.016 0.469
H -8.0453 16.3005 -18.4894 0.257 -0.324 -0.632
H -4.7147 16.5024 -18.0193 -0.339 0.324 0.049
H -5.6711 16.3467 -19.5486 -0.095 0.214 0.065
H -4.5593 15.0893 -18.9839 -0.065 -0.129 -0.095
C -6.9411 7.4389 -23.7278 -1.435 -0.481 -1.039
C -6.8831 6.0929 -24.6042 1.493 0.891 0.958
N -5.8388 6.1475 -25.6999 1.178 0.805 -2.038
C -5.7252 4.7662 -26.3700 -0.599 -0.332 0.506
C -6.1830 7.1740 -26.8615 -1.773 0.145 1.007
C -7.7232 7.2175 -27.2116 1.222 -0.661 0.349
C -4.4384 6.5725 -25.1319 -0.470 -0.339 -1.094
C -3.3660 6.8437 -26.2115 -0.270 -0.448 -0.236
O -3.3245 5.8673 -27.1908 -0.385 -1.825 0.018
C -2.4838 6.1083 -28.3284 0.303 1.594 0.744
H -7.7637 7.4527 -23.0128 -0.251 -0.676 0.068
H -7.2290 8.2700 -24.3716 0.252 0.114 -0.352
H -6.1328 7.8016 -23.0928 0.575 -0.835 -0.432
H -7.7734 5.7306 -25.1181 -0.350 0.737 0.363
H -6.5674 5.2443 -23.9973 0.103 0.087 0.253
H -5.0097 4.1611 -25.8132 0.027 0.156 -0.165
H -5.4834 4.7776 -27.4327 0.403 0.548 0.403
H -6.6945 4.2699 -26.3227 -0.153 0.165 0.304
H -5.5694 6.9581 -27.7361 0.005 -0.251 0.342
H -5.9278 8.1592 -26.4710 0.212 -0.081 0.008
H -7.9094 7.9719 -27.9761 0.176 -0.022 0.045
H -8.3182 7.4353 -26.3248 0.057 0.227 -0.040
H -8.0734 6.2584 -27.5933 0.064 -0.011 -0.147
H -4.1394 5.7811 -24.4445 -0.056 0.017 -0.053
H -4.5429 7.5236 -24.6099 -0.288 -0.253 0.125
H -2.4317 6.8338 -25.6500 0.280 0.620 0.021
H -3.5714 7.7815 -26.7276 0.254 0.604 0.432
H -1.5585 6.5952 -28.0204 0.340 -0.339 0.263
H -2.9747 6.9133 -28.8751 -0.122 -0.400 -0.860
H -2.2285 5.1989 -28.8724 -0.584 0.128 0.128
C -13.2477 7.6573 -22.1574 -0.530 0.592 -0.266
C -14.4563 7.4239 -23.0993 0.426 -0.174 0.663
C -14.5245 5.9866 -23.5740 -0.095 -0.134 -0.588
N -15.6217 5.7141 -24.5930 1.567 0.006 -0.894
C -15.3589 6.6044 -25.8245 -0.767 -1.398 -0.156
C -16.9806 5.9032 -23.9837 -0.939 -1.001 -1.205
C -17.3874 4.5016 -23.4403 0.682 0.669 -0.818
C -16.9071 3.6043 -24.6082 0.617 -0.311 0.177
C -15.5333 4.1929 -25.0404 -1.236 0.229 0.728
H -13.4273 8.6197 -21.6783 0.177 0.017 0.210
H -12.2714 7.7648 -22.6300 -0.064 -0.336 -0.130
H -13.1584 6.9237 -21.3562 -0.070 -0.125 -0.120
H -14.4101 8.0909 -23.9602 0.118 0.055 0.081
H -15.3384 7.7194 -22.5312 -0.157 -0.171 -0.119
H -14.6363 5.2541 -22.7746 -0.167 0.171 0.159
H -13.5990 5.7417 -24.0951 0.114 -0.058 0.000
H -14.3652 6.3831 -26.2137 0.281 0.421 0.551
H -15.5946 7.6567 -25.6653 0.153 -0.275 0.170
H -15.9782 6.1974 -26.6238 -0.465 0.288 0.162
H -17.6203 6.0293 -24.8573 -0.191 0.522 0.104
H -17.0123 6.7990 -23.3634 0.006 -0.374 0.086
H -18.4707 4.4120 -23.3604 0.169 0.170 0.469
H -16.8591 4.3660 -22.4965 -0.282 -0.575 0.084
H -17.6643 3.5262 -25.3884 0.122 0.898 -0.325
H -16.8026 2.5340 -24.4306 0.291 0.056 0.777
H -15.3183 4.0435 -26.0985 -0.060 0.599 0.018
H -14.7098 3.7565 -24.4752 -0.133 0.070 0.080
C -8.3980 15.0769 -22.6464 -0.030 0.441 1.295
C -7.0265 14.4340 -22.2966 -0.394 -0.326 -1.396
C -7.1537 12.9069 -22.3860 0.804 0.630 0.583
N -5.7800 12.1871 -22.1325 -0.580 -0.116 -1.378
C -5.3849 12.1633 -20.6155 -0.350 -0.648 -2.917
C -4.6659 12.7162 -23.0305 0.395 0.224 0.778
C -3.6736 11.5468 -23.2622 -0.421 0.782 0.229
C -4.4832 10.2770 -23.0271 -0.849 -0.097 -0.341
C -5.8908 10.7783 -22.7053 -0.724 -0.107 1.610
H -9.0474 14.9307 -21.7833 -0.265 -0.115 0.051
H -8.9682 14.7463 -23.5145 0.569 -0.524 -0.191
H -8.3622 16.1611 -22.7525 0.446 -0.016 -0.015
H -6.6023 14.7859 -21.3562 -0.381 0.035 0.157
H -6.3073 14.7089 -23.0681 0.053 0.256 0.029
H -7.5313 12.6914 -23.3856 0.627 -0.298 -0.226
H -7.9263 12.5020 -21.7323 0.361 -0.261 0.537
H -6.0864 11.4297 -20.2181 -0.204 0.653 0.727
H -5.3957 13.2167 -20.3356 -0.042 -0.437 0.648
H -4.4019 11.6924 -20.6250 0.142 0.402 0.346
H -4.1599 13.5310 -22.5126 -0.231 0.234 -0.285
H -5.1358 13.0544 -23.9541 0.086 0.032 0.099
H -2.8256 11.6519 -22.5855 0.073 -0.119 -0.278
H -3.3646 11.5946 -24.3064 0.426 0.074 0.275
H -4.1234 9.5826 -22.2679 0.233 0.222 -0.051
H -4.5394 9.7683 -23.9895 0.019 -0.409 0.204
H -6.4414 10.2834 -21.9052 -0.010 -0.800 -0.269
H -6.5454 10.7996 -23.5765 0.176 0.300 -0.028
C -10.8395 6.7651 -15.5528 -0.413 0.132 -0.698
C -11.8130 6.4249 -16.7132 -0.129 -0.074 0.449
C -13.2322 6.5463 -16.2617 -1.342 -0.533 1.547
N -14.2857 5.9629 -17.1734 -0.334 -0.842 -3.969
C -14.0977 4.4337 -17.3775 0.242 1.857 0.792
C -15.7365 6.2174 -16.8368 -0.773 1.227 -0.395
C -16.4792 6.7840 -18.1063 0.791 0.131 -0.506
C -15.5379 6.5350 -19.3345 0.266 -0.288 1.185
C -14.1547 6.5823 -18.6680 0.086 0.421 1.222
H -10.7564 7.8446 -15.4269 0.430 -0.109 0.029
H -9.9140 6.2477 -15.8054 0.313 0.658 0.043
H -11.1405 6.3270 -14.6012 -0.356 -0.002 -0.057
H -11.4782 5.4209 -16.9740 -0.608 -0.050 -0.586
H -11.8656 7.1162 -17.5543 1.579 -0.130 -0.219
H -13.4439 7.6010 -16.0859 -0.321 0.143 -0.466
H -13.4245 6.1187 -15.2777 0.027 -0.469 0.024
H -13.0953 4.3500 -17.7974 -0.101 -0.505 0.412
H -14.8293 4.0382 -18.0821 -0.120 0.244 0.256
H -14.2390 4.0825 -16.3554 0.292 -0.786 -0.349
H -16.2806 5.3198 -16.5428 0.626 -0.089 0.352
H -15.7287 6.9602 -16.0391 -0.268 -0.225 0.088
H -17.4897 6.3911 -18.2192 0.222 -0.294 0.056
H -16.6108 7.8657 -18.0823 0.115 0.006 0.525
H -15.7166 5.6077 -19.8789 -0.037 -0.220 0.266
H -15.6330 7.3369 -20.0667 0.084 0.081 0.132
H -13.3062 6.1347 -19.1855 -0.182 -0.362 0.152
H -13.8445 7.6094 -18.4753 -0.199 0.161 -0.087
C -3.7303 10.0465 -17.5945 -1.491 -1.750 0.563
C -5.0942 9.2888 -17.1716 0.844 -0.200 0.558
C -4.8562 7.9541 -16.3551 0.894 1.134 -0.817
N -6.0796 7.0975 -16.1258 1.077 -0.318 -0.374
C -7.1628 7.9073 -15.4090 -0.411 -1.454 0.047
C -5.6222 5.8643 -15.2563 -1.068 -0.903 -0.383
C -5.4110 4.7042 -16.2521 0.150 0.446 -0.097
C -6.5520 4.9216 -17.2608 0.507 0.711 0.543
C -6.5704 6.4345 -17.5140 -0.387 0.805 1.237
H -3.3101 9.3645 -18.3336 0.476 0.243 -0.035
H -3.0416 10.1507 -16.7561 -0.059 0.063 -0.085
H -3.8976 11.0156 -18.0646 -0.231 -0.071 0.190
H -5.6309 9.0437 -18.0881 -0.201 0.061 0.023
H -5.7466 9.8995 -16.5475 0.046 0.308 -0.193
H -4.3843 8.1491 -15.3921 -0.447 0.301 0.220
H -4.0823 7.3710 -16.8541 -0.318 -0.400 -0.290
H -6.7779 8.3684 -14.4994 0.299 -0.102 -0.194
H -7.8895 7.1459 -15.1256 -0.031 0.100 0.257
H -7.7441 8.6128 -16.0025 0.740 0.036 -0.607
H -6.4741 5.5878 -14.6349 -0.069 0.332 0.077
H -4.7767 6.0287 -14.5883 -0.021 0.613 -0.366
H -5.5286 3.6918 -15.8657 0.044 0.288 0.688
H -4.3813 4.7373 -16.6081 -0.146 0.122 -0.620
H -7.4408 4.6341 -16.6992 -0.304 -0.031 -0.292
H -6.4638 4.2922 -18.1463 -0.006 0.303 -0.087
H -7.5308 6.9278 -17.6635 -0.156 -0.426 -0.280
H -5.9254 6.7748 -18.3242 0.247 -0.077 0.329
C -8.6371 -0.7362 -19.5349 -0.729 0.680 -0.149
C -9.5786 0.2974 -20.2698 0.830 -0.704 0.215
C -8.8410 1.5799 -20.7425 -0.601 0.042 -0.720
N -9.8003 2.6768 -21.2764 -1.078 0.267 -2.597
C -10.8215 2.0565 -22.2841 0.180 0.186 -0.276
C -10.5579 3.3781 -20.2327 -0.215 0.681 0.567
C -10.8000 4.7927 -20.7737 -2.138 0.278 1.812
C -9.5956 5.2661 -21.4574 1.161 -0.944 -0.381
C -9.0890 3.9295 -21.9901 1.972 -1.153 -0.524
H -8.3319 -0.4320 -18.5337 0.318 0.279 -0.233
H -7.8049 -0.9724 -20.1981 0.213 0.108 0.304
H -9.1705 -1.6729 -19.3730 -0.192 0.092 -0.223
H -10.4971 0.4926 -19.7163 0.185 0.231 0.315
H -9.8879 -0.2976 -21.1291 -0.153 0.466 -0.360
H -8.2034 1.3255 -21.5891 -0.004 -0.014 -0.051
H -8.2029 2.1122 -20.0371 -0.215 -0.265 0.400
H -10.3105 1.4741 -23.0508 0.243 -0.102 0.373
H -11.4190 2.7779 -22.8415 0.623 0.826 0.264
H -11.6255 1.4735 -21.8350 0.723 -0.355 0.676
H -11.4907 2.8676 -19.9932 0.206 -0.148 0.051
H -9.8922 3.3678 -19.3696 -0.239 0.322 0.250
H -11.6485 4.8301 -21.4569 -0.186 -0.341 -0.060
H -11.0606 5.4485 -19.9430 -0.075 0.114 0.110
H -9.7927 6.0067 -22.2325 -0.014 -0.111 0.036
H -8.8463 5.6721 -20.7778 -0.219 0.186 0.050
H -9.1073 3.8149 -23.0738 -0.554 -0.348 0.082
H -8.0292 3.8559 -21.7460 0.033 -0.421 0.151
C -12.2160 12.1715 -21.3578 0.090 -0.804 -1.289
C -11.3923 11.3012 -22.3466 0.217 0.460 -1.304
C -11.2790 11.7712 -23.8932 -0.096 -0.152 1.574
N -11.0757 10.5896 -24.8327 -1.246 0.139 -0.915
C -9.8873 9.7404 -24.3569 -1.227 1.204 -1.099
C -10.9445 11.0924 -26.3389 1.362 0.887 1.045
C -12.2299 10.8753 -27.0811 0.257 0.264 -0.185
C -12.6710 9.6464 -26.4288 -1.703 -2.469 0.043
C -12.3842 9.7462 -24.9750 0.709 0.417 1.282
H -11.8363 13.1932 -21.3462 -0.221 -0.017 0.255
H -12.1924 11.6849 -20.3827 0.366 0.211 0.070
H -13.2617 12.1325 -21.6629 -0.082 0.477 -0.036
H -11.8148 10.2973 -22.3892 -0.033 -0.088 0.268
H -10.3812 11.1997 -21.9522 -0.020 -0.200 -0.053
H -10.4297 12.4330 -24.0627 0.189 -0.106 0.158
H -12.1425 12.3533 -24.2152 -0.235 -0.338 -0.124
H -10.2007 9.2621 -23.4289 0.382 -0.281 -0.074
H -9.0561 10.4286 -24.2037 0.014 -0.090 0.149
H -9.6802 9.1150 -25.2253 0.132 -0.493 0.497
H -10.1449 10.4634 -26.7301 0.017 0.301 -0.228
H -10.6650 12.1447 -26.2876 0.377 -0.186 -0.064
H -12.0661 10.6319 -28.1309 0.122 0.662 -0.057
H -12.9778 11.6595 -26.9641 0.309 0.232 -0.100
H -12.2037 8.7547 -26.8467 0.387 0.021 -0.107
H -13.7331 9.4569 -26.5840 -0.170 0.054 0.078
H -12.2434 8.7774 -24.4958 0.029 0.219 0.108
H -13.1548 10.3172 -24.4572 0.039 -0.098 0.118
```
Positions in Å, forces in eV/Å.

## Properties
- Spin multiplicity: 2
- Strongest force on any atom: 4.07 eV Å⁻¹
- Charge: +6
- LUMO (spin up / spin down): -10.73 / -10.91 eV